No. 1
Computed, not measured: C35H40FN5NiO3S as an isolated structure, with ωB97M-V/def2-TZVPD.

M, g/mol: 688.50
Total energy, hartree: -3863.59321

```
! RIJCOSX wB97M-V def2-TZVPD def2/J DEFGRID3
* xyz -2 1
Ni 0.8872 0.4581 0.0264
S -0.8368 0.3917 -1.4843
C -2.2262 0.0251 -0.5457
N -3.3635 -0.2628 -1.0966
N -4.4425 -0.5915 -0.2645
C -5.0403 0.1339 0.7312
C -4.6640 1.4427 1.0732
C -5.3308 2.1165 2.0831
C -6.3832 1.5310 2.7817
C -6.7646 0.2401 2.4400
C -6.1097 -0.4510 1.4349
N -2.1980 -0.0273 0.9024
N -1.1259 0.2552 1.4061
C -1.1190 0.1517 2.8294
C 0.0581 0.5569 3.4464
C 0.1631 0.4837 4.8303
C -0.9045 0.0127 5.5822
C -2.0821 -0.3843 4.9552
C -2.1984 -0.3198 3.5752
H -4.9411 -1.3911 -0.6118
H -3.8466 1.9226 0.5534
H -5.0149 3.1227 2.3265
H -6.8879 2.0681 3.5751
H -7.5779 -0.2452 2.9687
H -6.4069 -1.4664 1.1915
H 0.8761 0.9127 2.8266
H 1.0832 0.7927 5.3111
H -0.8224 -0.0478 6.6613
H -2.9172 -0.7417 5.5460
H -3.1099 -0.6052 3.0677
N 1.0599 -1.5815 0.7723
C 2.4520 -2.0117 0.9568
C 3.0720 -1.2927 2.1390
C 3.2959 0.2072 1.9367
O 4.1856 0.7390 2.6107
O 2.5352 0.8134 1.1105
H 0.5492 -1.7108 1.6404
H 0.6054 -2.1377 0.0535
H 2.9768 -1.7742 0.0322
H 2.5138 -3.0934 1.1258
H 4.0382 -1.7329 2.3853
H 2.4390 -1.4161 3.0287
C -0.0623 -3.0107 -2.4463
C 1.2423 -3.7054 -2.8327
C 1.8805 -4.4234 -1.6371
C 2.2478 -2.8036 -3.5223
C 2.8717 -3.2901 -4.6661
C 3.8255 -2.5680 -5.3714
C 4.1362 -1.2928 -4.9004
C 3.5572 -0.7619 -3.7610
C 3.9319 0.6440 -3.3314
C 2.7143 1.5730 -3.3373
C 4.6496 0.6962 -1.9794
C 2.6154 -1.5264 -2.9781
O 2.1819 -1.0820 -1.8600
H -0.7365 -3.7088 -1.9380
H -0.5755 -2.6254 -3.3310
H 0.1222 -2.1405 -1.8129
H 0.9788 -4.4753 -3.5673
H 2.3863 -3.7016 -0.9937
H 2.6304 -5.1431 -1.9758
H 1.1324 -4.9593 -1.0400
H 2.5825 -4.2782 -5.0216
H 4.2957 -2.9727 -6.2605
H 4.8582 -0.6832 -5.4410
H 4.6327 1.0148 -4.0906
H 1.9618 1.1966 -2.6428
H 2.2682 1.6212 -4.3348
H 2.9935 2.5871 -3.0293
H 3.9712 0.4205 -1.1724
H 5.0202 1.7077 -1.7790
H 5.5031 0.0119 -1.9690
F -3.7959 5.4340 1.2965
C -2.6995 4.6799 0.9649
C -2.4964 4.3331 -0.3539
C -1.3754 3.5808 -0.6815
C -0.4406 3.1767 0.2824
C 0.7961 2.4456 -0.0695
C -0.7113 3.5434 1.6055
C -1.8314 4.2864 1.9592
H -3.2109 4.6399 -1.1080
H -1.2102 3.2936 -1.7120
H 1.5933 2.6662 0.6364
H 1.1258 2.6964 -1.0787
H -0.0111 3.2480 2.3791
H -2.0257 4.5632 2.9885
*
```

These are the Löwdin partial charges, in e, on atoms 1 to 5: number 1, Ni, carries 0.200; number 2, S, carries 0.759; number 3, C, carries -0.749; number 4, N, carries 0.004; number 5, N, carries -0.030


No. 2
Computed, not measured: a 2-piece molecular cluster, C5H10O2 overall, with ωB97M-V/def2-TZVPD.

M, g/mol: 102.13
Total energy, hartree: -346.91618
SMILES: CC(=O)[C@H]1CCO1.[H][H]

```
! RIJCOSX wB97M-V def2-TZVPD def2/J DEFGRID3
* xyz 0 1
C 2.3033 0.2234 0.4936
C 0.9562 -0.4508 0.5332
O 0.6590 -1.2927 1.3555
C -0.0379 -0.0314 -0.5406
C -1.4935 0.1399 -0.0959
C -1.2607 1.6197 -0.4354
O 0.0825 1.3568 -0.8887
H 2.9851 -0.2770 1.1833
H 2.7104 0.2132 -0.5235
H 2.1891 1.2758 0.7726
H 0.1165 -0.6820 -1.4152
H -2.2272 -0.3716 -0.7213
H -1.6737 -0.1016 0.9535
H -1.2702 2.3084 0.4178
H -1.8800 2.0316 -1.2394
H -1.2811 -3.1896 -0.1588
H -0.8777 -2.7721 0.3094
*
```

These are the natural (NBO) partial charges, in e, on atoms 1 to 5: number 1, C, carries -0.723; number 2, C, carries 0.584; number 3, O, carries -0.541; number 4, C, carries 0.001; number 5, C, carries -0.446


No. 3
Computed, not measured: an isolated ion of composition C4H10NO2 and charge -1 in a non-equilibrium geometry, with ωB97M-V/def2-TZVPD.

M, g/mol: 104.13
Total energy, hartree: -363.61684
SMILES: C[C@H](O)[C@@H](N)C[O-]

```
! RIJCOSX wB97M-V def2-TZVPD def2/J DEFGRID3
* xyz -1 1
C 1.5172 0.5883 -1.2428
C 1.2084 0.3218 0.2204
O 1.7337 -1.0334 0.5282
C -0.2751 0.2117 0.6094
N -1.0001 1.5099 0.6532
C -1.0736 -0.7054 -0.3725
O -2.3467 -0.8032 -0.0467
H 1.0223 1.4623 -1.6635
H 1.3868 -0.2970 -1.8589
H 2.6075 0.7595 -1.2122
H 1.7714 0.9344 0.9210
H 1.3456 -1.5962 -0.1482
H -0.3139 -0.3380 1.5513
H -1.2657 1.6656 -0.3257
H -1.9264 1.1781 0.9448
H -0.5667 -1.6931 -0.5723
H -0.9549 -0.1449 -1.4473
*
```

These are the natural (NBO) partial charges, in e, on atoms 1 to 5: number 1, C, carries -0.639; number 2, C, carries 0.099; number 3, O, carries -0.756; number 4, C, carries -0.123; number 5, N, carries -0.867


No. 4
Computed, not measured: a 6-piece molecular cluster, C16H34Br4N2O2S2 overall in a non-equilibrium geometry, with ωB97M-V/def2-TZVPD.

M, g/mol: 670.21
Total energy, hartree: -11982.35357

```
! RIJCOSX wB97M-V def2-TZVPD def2/J DEFGRID3
* xyz 0 1
C -0.4175 -11.4853 -16.2628
C 0.7753 -11.2294 -17.2066
C 0.5094 -10.0625 -18.1719
C 0.0124 -8.8901 -17.4517
N -0.3666 -7.9676 -16.8852
H -0.4901 -10.7235 -15.4927
H -0.3605 -12.4527 -15.7556
H -1.3134 -11.5593 -16.8859
H 1.1666 -12.1341 -17.6782
H 1.6348 -11.0444 -16.5532
H -0.1751 -10.4486 -18.9248
H 1.4571 -9.7906 -18.6378
C 2.9743 -11.4098 -12.6684
C 4.1248 -12.3834 -12.8927
C 3.8963 -13.2543 -14.1295
C 3.9717 -12.5598 -15.4059
N 3.9378 -12.0404 -16.4301
H 3.2313 -10.5340 -12.0698
H 2.1226 -11.8858 -12.1852
H 2.6679 -10.9891 -13.6312
H 4.2247 -13.0128 -11.9996
H 5.1155 -11.9236 -12.8452
H 2.9064 -13.7202 -14.0912
H 4.5174 -14.1474 -14.0287
C 0.4996 -17.5223 -21.5177
S 1.0387 -18.9049 -20.4335
O -0.2364 -19.3464 -19.7558
C 1.2605 -20.1749 -21.7336
H 0.3236 -16.6679 -20.8658
H -0.4440 -17.7457 -22.0134
H 1.2802 -17.3155 -22.2500
H 1.0636 -21.1072 -21.2100
H 2.2053 -20.1001 -22.2620
H 0.4103 -20.0350 -22.4027
C 1.8193 -12.7500 -22.0145
S 3.5383 -12.2082 -22.3626
O 3.4943 -10.7545 -22.7370
C 4.1093 -12.3748 -20.6684
H 1.2658 -12.5613 -22.9246
H 1.3860 -12.2927 -21.1195
H 1.9063 -13.7900 -21.6819
H 3.7413 -13.2888 -20.2067
H 3.6624 -11.5609 -20.0866
H 5.1880 -12.2757 -20.5896
Br 7.9972 -17.7613 -18.4706
C 6.7173 -17.1534 -19.8247
C 7.4541 -16.3407 -20.8648
Br 6.1494 -15.4883 -22.0689
H 5.9001 -16.5958 -19.3819
H 6.2845 -18.0374 -20.2853
H 8.1024 -16.9786 -21.4639
H 8.1210 -15.5679 -20.4934
Br 1.0473 -15.5828 -15.0576
C 1.5452 -15.0566 -16.8976
C 1.7103 -16.2110 -17.8545
Br 3.1428 -15.8068 -19.1603
H 2.4137 -14.4148 -16.8419
H 0.6129 -14.5835 -17.1965
H 0.7928 -16.5564 -18.3254
H 2.0731 -17.1056 -17.3429
*
```

These are the natural (NBO) partial charges, in e, on atoms 1 to 5: number 1, C, carries -0.620; number 2, C, carries -0.393; number 3, C, carries -0.518; number 4, C, carries 0.292; number 5, N, carries -0.329